Below is a structure of composition C48H34Cl2N11O4PbSe2, with properties calculated with ωB97M-V/def2-TZVPD.

Atoms and positions in Å:
Pb 0.727 1.534 -0.199
C 0.180 0.927 4.672
C 0.346 1.553 3.446
N 1.160 1.058 2.525
C 1.814 -0.063 2.810
C 1.592 -0.713 4.024
N 0.789 -0.217 4.952
C 2.781 -0.581 1.801
C 3.782 -1.462 2.192
C 4.704 -1.915 1.260
C 4.577 -1.458 -0.045
C 3.541 -0.594 -0.375
N 2.667 -0.155 0.538
C 3.364 -0.144 -1.786
C 4.043 -0.745 -2.846
N 3.892 -0.351 -4.102
C 3.046 0.641 -4.330
C 2.335 1.233 -3.294
N 2.502 0.844 -2.038
C 5.790 -2.844 1.643
C 6.173 -3.881 0.800
C 7.189 -4.732 1.208
N 7.829 -4.609 2.365
C 7.463 -3.614 3.164
C 6.455 -2.713 2.856
H -0.464 1.348 5.433
H -0.202 2.454 3.193
H 2.044 -1.670 4.248
H 3.856 -1.788 3.218
H 5.309 -1.753 -0.781
H 4.711 -1.580 -2.693
H 2.920 0.967 -5.354
H 1.606 2.013 -3.478
H 5.677 -4.048 -0.147
H 7.499 -5.554 0.575
H 8.004 -3.528 4.099
H 6.220 -1.910 3.541
C -4.828 -6.785 -1.107
O -5.102 -5.474 -1.568
C -4.299 -4.964 -2.531
C -3.269 -5.665 -3.152
C -2.536 -5.044 -4.151
C -2.769 -3.718 -4.487
C -3.811 -3.023 -3.873
C -4.583 -3.652 -2.922
N -2.042 -3.214 -5.608
N -1.590 -2.071 -5.654
C -1.608 -1.161 -4.541
C -2.071 0.115 -4.756
C -1.912 1.134 -3.810
C -1.184 0.934 -2.646
O -0.936 1.880 -1.777
C -0.683 -0.396 -2.418
N 0.038 -0.592 -1.278
C 0.463 -1.799 -0.980
C 0.298 -2.890 -1.845
C -0.345 -2.702 -3.036
C -0.906 -1.443 -3.343
H -5.530 -6.972 -0.299
H -3.805 -6.863 -0.727
H -4.982 -7.524 -1.897
H -3.058 -6.692 -2.899
H -1.777 -5.593 -4.694
H -4.049 -2.013 -4.178
H -5.426 -3.151 -2.467
H -2.563 0.332 -5.696
H -2.303 2.125 -4.004
H 0.961 -1.924 -0.028
H 0.702 -3.854 -1.571
H -0.426 -3.514 -3.746
Se -3.441 1.413 0.350
N -1.963 3.654 1.080
C -2.332 3.776 2.300
C -1.877 4.765 3.274
C -2.350 4.776 4.528
C -3.339 3.809 4.966
C -3.804 2.859 4.145
C -3.334 2.752 2.766
N -3.852 1.776 2.093
H -1.134 5.480 2.963
H -1.995 5.512 5.235
H -3.702 3.862 5.984
H -4.537 2.132 4.461
Cl -5.568 1.193 -0.153
C -3.149 -0.473 0.823
Cl -3.334 -1.540 -0.550
C -1.685 -0.301 1.256
O -0.975 -1.193 1.652
O -1.371 0.940 1.039
H -3.842 -0.744 1.619
Se -0.889 4.577 -0.024
C -0.506 6.288 0.773
C 0.720 6.497 1.397
C 1.031 7.754 1.896
C 0.123 8.794 1.766
C -1.095 8.587 1.134
C -1.410 7.335 0.629
H 1.423 5.679 1.500
H 1.982 7.920 2.382
H 0.368 9.774 2.152
H -1.797 9.402 1.027
H -2.356 7.169 0.131

Relative energy (zero: lowest compared OMol25 entry of this formula, charge and spin) in kcal/mol: 40.29
Strongest force on any atom in Eh/bohr: 0.013
HOMO energy in eV: -9.27
Net charge: +1